[1]
A cluster of 3 separate species, C4H14NO2 in total, computed with ωB97M-V/def2-TZVPD.

## Properties
- Total charge: +2
- LUMO level (spin up / spin down): -8.76 / -13.11 eV
- HOMO level (spin up / spin down): -19.79 / -19.80 eV
- Spin multiplicity: 2
- Electronic energy: -9939.8333 eV

Each line ends with the Löwdin charge.
Positions of all 21 atoms, in Å:
C: -1.87 -2.05 2.20  -0.063
C: -1.05 -0.85 1.96  -0.215
C: -0.56 -0.60 0.59  0.096
C: -0.66 0.60 -0.06  0.092
N: -0.10 0.85 -1.38  0.168
H: -1.47 -3.02 1.88  0.100
H: -2.90 -1.82 1.72  0.145
H: -2.04 -2.20 3.30  0.125
H: -0.07 -0.77 2.60  0.232
H: -1.60 0.04 2.32  0.150
H: -0.20 -1.44 0.01  0.157
H: -1.16 1.53 0.26  0.180
H: 0.77 0.16 -1.51  0.093
H: -0.86 0.84 -2.07  0.198
H: 0.37 1.82 -1.42  0.133
H: 2.70 2.34 -1.26  0.081
H: 1.85 3.65 -1.18  0.093
O: 1.83 2.72 -1.46  -0.018
H: 2.05 -0.58 -2.92  0.125
H: 2.96 -0.71 -1.66  0.158
O: 2.00 -0.51 -1.94  -0.030

---

[2]
A cluster of 3 separate species, C4H14NO3 in total, computed with ωB97M-V/def2-TZVPD.

## Properties
- Total charge: -2
- LUMO level (spin up / spin down): 5.95 / 5.91 eV
- HOMO level (spin up / spin down): 4.02 / -1.99 eV
- Spin multiplicity: 2
- Electronic energy: -12004.2524 eV

Each line ends with the Löwdin charge.
Positions of all 22 atoms, in Å:
C: -1.54 1.23 -2.25  -0.534
C: -1.42 0.56 -0.90  -0.526
C: -0.43 1.41 -0.01  -0.189
C: -0.49 0.89 1.43  -0.347
O: 0.76 0.51 1.97  -0.216
N: -1.11 -0.85 -1.05  0.023
H: -1.74 2.32 -2.19  -0.047
H: -2.30 0.85 -2.94  -0.045
H: -0.66 1.11 -2.91  -0.011
H: -2.42 0.68 -0.43  0.108
H: -0.78 2.39 -0.28  0.050
H: 0.60 1.25 -0.37  0.112
H: -1.19 0.01 1.54  0.102
H: -0.93 1.61 2.12  0.079
H: -0.85 -1.28 -0.18  0.025
H: -0.32 -0.92 -1.68  0.046
H: 2.96 -2.23 0.87  -0.027
H: 4.24 -2.40 1.91  -0.019
O: 3.87 -2.62 1.06  -0.154
H: 1.08 -0.48 1.68  0.000
H: 1.31 -2.36 1.66  -0.054
O: 1.36 -1.69 0.96  -0.377

---

[3]
A structure of composition C4H14NO3, computed with ωB97M-V/def2-TZVPD.

## Properties
- LUMO level (spin up / spin down): 0.63 / -3.61 eV
- HOMO level (spin up / spin down): -9.93 / -9.91 eV
- Spin multiplicity: 2
- Electronic energy: -12003.0975 eV

Each line ends with the Löwdin charge.
Positions of all 22 atoms, in Å:
C: 1.01 2.53 0.23  -0.100
C: 0.48 1.09 0.19  -0.361
C: 1.22 0.52 -1.07  -0.135
C: 0.84 -0.97 -1.32  -0.291
O: 1.09 -1.96 -0.49  0.046
N: -1.05 1.16 -0.14  0.048
H: 2.11 2.57 0.20  0.071
H: 0.68 3.12 1.07  0.061
H: 0.77 3.14 -0.74  0.120
H: 0.62 0.43 1.07  0.143
H: 2.26 0.37 -0.82  0.107
H: 1.23 1.06 -2.03  0.129
H: 1.55 -1.40 -2.14  0.205
H: -0.29 -1.11 -1.60  0.158
H: -1.58 1.58 0.59  0.054
H: -1.35 0.20 -0.09  0.025
H: -2.32 -0.87 2.26  0.046
H: -2.32 -1.80 1.34  -0.119
O: -3.00 -1.41 1.80  -0.068
H: 0.17 -2.39 0.09  0.055
H: -1.14 -3.38 0.87  -0.005
O: -0.96 -2.47 0.73  -0.190

---

[4]
A cluster of 2 separate species, C4H14NO3 in total, computed with ωB97M-V/def2-TZVPD.

## Properties
- Total charge: +1
- LUMO level: -3.01 eV
- HOMO level: -14.52 eV
- Electronic energy: -12001.2830 eV

Each line ends with the Löwdin charge.
Positions of all 22 atoms, in Å:
C: -1.71 0.78 0.09  -0.188
O: -1.94 1.38 1.35  -0.042
C: -0.22 0.46 -0.08  -0.188
C: 0.06 -0.57 -1.24  -0.357
C: -0.99 -1.61 -1.51  -0.030
O: 1.22 -1.30 -0.84  -0.041
N: 0.22 -0.19 1.25  0.232
H: -2.20 -0.19 0.06  0.114
H: -2.04 1.45 -0.71  0.153
H: -2.32 2.25 1.25  0.110
H: 0.43 1.30 -0.26  0.145
H: 0.31 -0.01 -2.15  0.159
H: -0.85 -2.16 -2.44  0.101
H: -2.02 -1.28 -1.51  0.076
H: -0.94 -2.36 -0.71  0.100
H: 2.02 -0.87 -1.16  0.097
H: 1.21 0.10 1.34  0.126
H: 0.16 -1.21 1.23  0.163
H: -0.49 0.17 1.89  0.147
H: 3.65 0.48 0.83  0.081
H: 2.92 1.83 0.78  0.070
O: 2.82 0.90 0.56  -0.029

---

[5]
A cluster of 2 separate species, C4H14NO3 in total, computed with ωB97M-V/def2-TZVPD.

## Properties
- Total charge: +1
- LUMO level: -3.09 eV
- HOMO level: -14.78 eV
- Electronic energy: -12000.4212 eV

Each line ends with the Löwdin charge.
Positions of all 22 atoms, in Å:
C: 1.78 0.37 -1.02  -0.199
O: 2.75 -0.45 -0.46  -0.029
C: 0.35 0.24 -0.33  -0.208
C: -0.88 0.48 -1.28  -0.102
C: -2.19 0.14 -0.51  -0.257
O: -2.20 -1.22 -0.21  -0.065
N: 0.35 -1.07 0.50  0.209
H: 1.60 0.15 -2.07  0.118
H: 2.13 1.41 -1.02  0.140
H: 2.62 -1.30 -0.91  0.108
H: 0.33 1.01 0.45  0.120
H: -0.69 -0.15 -2.15  0.123
H: -0.99 1.50 -1.62  0.129
H: -2.98 0.51 -1.20  0.135
H: -2.18 0.75 0.46  0.145
H: -3.08 -1.57 0.00  0.120
H: 1.30 -1.43 0.74  0.168
H: -0.41 -0.89 1.15  0.138
H: -0.01 -1.92 0.06  0.156
H: 0.28 1.62 2.80  0.045
H: 1.29 0.98 3.73  0.056
O: 0.83 0.84 2.90  -0.051

---

[6]
A cluster of 4 separate species, C4H14NO3 in total, computed with ωB97M-V/def2-TZVPD.

## Properties
- Total charge: +1
- LUMO level: -4.45 eV
- HOMO level: -13.44 eV
- Electronic energy: -11999.1988 eV

Each line ends with the Löwdin charge.
Positions of all 22 atoms, in Å:
C: -1.19 0.27 1.47  -0.022
C: -0.34 -0.12 0.32  -0.297
C: 0.03 -1.27 -0.21  0.104
C: 0.54 1.05 -1.68  0.117
N: 0.10 1.08 -0.49  0.071
H: -2.05 -0.48 1.50  0.124
H: -0.61 0.08 2.38  0.093
H: -1.45 1.38 1.47  0.112
H: 0.33 -1.55 -1.21  0.076
H: -0.23 -2.09 0.42  0.082
H: 0.74 1.98 -2.27  0.132
H: 0.49 0.19 -2.38  0.122
H: 0.09 1.89 0.19  0.126
H: 2.14 -6.28 1.99  0.028
H: 1.19 -6.21 3.29  0.026
O: 1.45 -5.82 2.46  -0.053
H: -2.42 2.61 -3.14  0.040
H: -2.06 1.07 -3.47  0.092
O: -2.05 1.81 -2.77  -0.081
H: 1.92 3.85 0.42  0.067
H: 1.46 2.94 1.61  0.080
O: 1.29 3.18 0.68  -0.039